{"formula": "C6H14NO", "method": "ωB97M-V with the def2-TZVPD basis set", "total_charge": -1, "energy_ev": -9978.5373, "symbols": ["O", "N", "C", "C", "C", "C", "C", "C", "H", "H", "H", "H", "H", "H", "H", "H", "H", "H", "H", "H", "H", "H"], "positions_angstrom": [[3.215746, -0.622477, 0.575288], [-3.610734, -0.433314, 0.351607], [0.013897, -1.246414, 0.756611], [2.680915, -0.391554, -0.669173], [-3.283431, 0.111924, -0.752573], [1.368508, 0.469393, -0.620986], [-0.451774, 1.159050, 1.078799], [0.685279, 0.177897, 0.775813], [-0.714648, -1.283832, 0.090327], [-0.130501, 2.247228, 1.061111], [-1.168385, 0.948336, 0.247366], [2.528940, -1.330861, -1.234301], [0.821036, -1.952875, 0.647287], [3.452804, 0.046629, -1.425458], [0.647329, 0.100970, -1.453989], [-1.518301, 0.037419, -1.313735], [-3.517013, -0.207400, -1.761106], [-0.954449, 0.947742, 1.950743], [-0.522753, -1.567134, 1.634730], [1.693637, 1.545391, -0.733540], [-2.772253, 1.113275, -0.768781], [1.536161, 0.130603, 1.563953]], "forces_ev_per_a": [[-0.2279, 0.3964, -1.2601], [0.9573, 1.4141, -1.7775], [3.8963, 1.0370, 2.8812], [1.9413, -0.5719, 0.2385], [0.0635, -2.2176, 0.4529], [-0.2452, -0.6722, 0.5188], [1.2959, 1.1368, -2.8851], [0.3462, -0.4347, 0.8286], [-2.9436, -0.3611, -3.8395], [-0.3853, -1.1334, -0.0569], [0.4292, 0.7905, 0.7960], [-0.8095, -0.4495, 0.0988], [0.1065, -0.4730, -0.5918], [-0.8342, 0.4450, 0.7999], [0.8725, 0.8889, 0.8805], [-1.0306, 0.7265, 0.9534], [-1.0072, 0.0574, -0.0600], [-0.9951, -0.4629, 2.2459], [0.0713, 0.4531, 1.0822], [-0.8542, -0.8921, 0.1282], [0.8072, -0.0358, 0.0105], [-1.4543, 0.3588, -1.4444]]}

***

{"formula": "C4H6N3OS", "method": "ωB97M-V with the def2-TZVPD basis set", "total_charge": 1, "energy_ev": -21586.6528, "symbols": ["S", "O", "N", "N", "N", "C", "C", "C", "C", "H", "H", "H", "H", "H", "H"], "positions_angstrom": [[2.048192, 1.471503, 0.044371], [-3.519287, 0.691973, -0.228786], [1.260648, -0.996222, -0.072394], [-2.308015, 1.296394, -0.072036], [-1.436196, -0.847547, 0.145344], [0.882258, 0.185782, 0.168246], [2.649189, -1.041941, -0.307120], [3.206353, 0.211827, -0.192249], [-1.150935, 0.404206, 0.007962], [-2.318463, -1.377000, 0.269991], [4.192195, 0.519251, 0.046143], [3.257209, -1.963518, -0.266192], [-0.741313, -1.505566, 0.256138], [-2.084059, 2.315952, -0.462393], [-3.937776, 0.634908, 0.662979]], "forces_ev_per_a": [[-0.7944, -1.1731, 0.2167], [-0.3019, -0.0090, 0.2102], [0.0878, -0.0497, -0.3779], [5.7151, 1.0932, -0.1996], [-2.6354, -0.4038, 0.3158], [-2.0244, 1.5141, -1.4290], [0.0675, 1.1451, 1.6272], [-0.8301, -0.1603, 0.2443], [-1.1220, 0.1545, 0.3620], [0.0404, 1.6069, -0.5324], [1.0370, -0.1974, -0.5385], [-0.9037, 0.5051, -0.3373], [2.6513, -1.2820, 0.0945], [-1.3706, -3.0803, 0.9619], [0.3832, 0.3366, -0.6179]]}

***

{"formula": "C11H26BeBrCaCl3F4LiNO4P", "method": "ωB97M-V with the def2-TZVPD basis set", "total_charge": 1, "energy_ev": -168310.0222, "symbols": ["Br", "Ca", "Cl", "Cl", "Cl", "P", "F", "F", "F", "F", "O", "O", "O", "O", "N", "C", "C", "C", "C", "C", "C", "C", "C", "C", "C", "C", "Be", "Li", "H", "H", "H", "H", "H", "H", "H", "H", "H", "H", "H", "H", "H", "H", "H", "H", "H", "H", "H", "H", "H", "H", "H", "H", "H", "H"], "positions_angstrom": [[-0.695644, 4.251924, -0.893257], [-3.211219, 0.766804, -0.149359], [-1.989847, -1.775025, -1.048193], [0.557732, -2.186053, -2.687610], [-0.951011, -4.211071, -0.046920], [0.589399, 1.532844, -1.544786], [3.019449, 2.607388, -1.889419], [-2.668007, -1.644587, -3.779993], [3.114187, 0.836600, -0.642233], [2.912616, 0.640052, -2.794214], [-2.418015, -1.787931, 3.435841], [6.144729, 7.056221, -1.509626], [-5.476234, -0.359985, -3.160091], [-3.058118, -3.033270, 5.112989], [5.594975, 4.894594, -1.721346], [-3.081943, -4.274332, 5.839048], [-5.072561, -0.255525, -1.970726], [-1.173471, -3.789250, 3.713745], [-2.123330, -3.466841, -1.124878], [2.526674, 1.379392, -1.727736], [5.744860, 3.521584, -2.164331], [-5.918356, 0.833778, -1.236384], [7.655631, 5.710243, -2.786311], [6.416179, 5.958058, -1.957373], [-1.979776, -4.345425, 6.873270], [-2.272158, -2.811624, 4.065046], [0.284598, -0.467602, -1.929703], [-1.824743, -3.523106, -3.775660], [-2.054784, -5.269918, 7.444250], [0.466481, 1.532811, -2.947054], [5.790025, 2.863236, -1.293647], [0.545834, 0.171001, -0.833472], [-5.585896, 0.960838, -0.170437], [-2.052464, -3.501729, 7.558554], [4.888179, 3.246249, -2.768510], [-5.833824, 1.807917, -1.720635], [-0.991082, -4.303738, 6.415701], [-3.065093, -5.120086, 5.150623], [-1.347967, -4.808366, 4.047136], [8.197368, 6.645192, -2.882432], [-5.116902, -1.186672, -1.297932], [-0.231113, -3.434551, 4.127877], [-3.946271, 0.094684, -1.814491], [8.303211, 4.978708, -2.301737], [-1.119071, -3.790085, 2.632498], [-6.963563, 0.544469, -1.207989], [6.646812, 3.393311, -2.752751], [0.576220, 2.930201, -0.848084], [-0.928521, 1.552429, -1.408385], [4.789598, 5.130254, -1.163522], [7.388376, 5.356513, -3.782694], [-3.096527, -3.856128, -0.846093], [-1.855231, -3.699975, -2.169337], [-4.050395, -4.294421, 6.332775]], "forces_ev_per_a": [[0.3037, -0.4488, 0.3132], [-0.5920, 0.1484, -0.0375], [-0.7533, 2.5576, 0.8192], [0.5037, 1.2270, 0.1536], [0.1422, -0.3718, -0.0952], [0.8253, 1.9366, 0.6372], [-0.6770, -0.0352, 0.0739], [1.2891, -1.9874, 0.4349], [-0.3059, 0.0743, -0.0514], [-0.1539, 0.1040, 0.0346], [-0.0522, 0.0602, -0.2422], [0.0051, -0.0179, -0.0106], [0.7728, -0.3667, 0.0717], [-0.3214, 0.0758, -0.0290], [0.1451, -0.0622, -0.1007], [0.1331, -0.2350, 0.2281], [-2.7535, 0.2187, -0.0639], [-0.3822, -0.1560, -0.0922], [0.6904, -1.7509, -0.2743], [0.5526, -1.1676, 0.1559], [-0.0695, 0.3454, 0.2719], [1.0513, 0.3045, 0.5019], [-0.0339, 0.0295, 0.0307], [0.0224, 0.1347, 0.0246], [0.1349, 0.1644, -0.0811], [0.3055, 0.0514, 0.1547], [-0.7317, -4.6072, -3.0289], [-0.7777, 2.1054, -1.4927], [-0.0286, -0.0044, 0.0039], [-0.1967, 0.0045, -0.3604], [0.0766, -0.1447, -0.1075], [0.8935, 1.0157, 1.4977], [-0.2812, 0.0578, 0.3948], [-0.0678, -0.0310, 0.0454], [0.1427, -0.1451, -0.2296], [-0.0047, -0.0723, -0.1759], [-0.0005, -0.0922, -0.0158], [0.0660, 0.0471, -0.0573], [0.0294, 0.0404, 0.1064], [-0.0486, 0.0489, 0.0422], [0.4930, 0.0749, -0.0588], [-0.0075, 0.0463, 0.0008], [1.0667, 0.1633, -0.7944], [-0.0028, -0.0641, -0.0852], [0.2248, 0.0313, -0.0867], [0.0146, -0.1134, 0.1211], [0.0417, 0.0564, 0.0359], [-1.1965, 1.4421, 0.0430], [-0.0113, -0.9527, 0.1098], [0.0031, 0.0096, 0.0065], [0.0578, -0.0886, 0.0116], [-0.2131, 0.4466, -0.2547], [-0.2667, -0.2498, 1.5772], [-0.0564, 0.1418, -0.0764]]}

***

{"formula": "C6H9O4Tl", "method": "ωB97M-V with the def2-TZVPD basis set", "total_charge": 0, "energy_ev": -19250.0780, "symbols": ["Tl", "O", "O", "O", "O", "C", "C", "C", "C", "C", "C", "H", "H", "H", "H", "H", "H", "H", "H", "H"], "positions_angstrom": [[-2.598493, 2.236622, -1.505791], [-2.930606, 0.141197, -0.757352], [-1.521754, -0.810268, 0.639987], [2.664482, 0.101344, -1.475469], [-1.103262, 1.260460, -0.158515], [1.410670, -1.633244, -0.451995], [1.088987, -2.474732, 0.555523], [-1.298026, -2.054750, -0.021545], [-1.886203, 0.284226, -0.076529], [2.729508, -0.922133, -0.490077], [-0.269454, -3.031944, 0.737589], [2.961983, -0.498955, 0.502001], [1.775554, -2.566346, 1.404268], [-1.137912, -1.794344, -1.076777], [0.874317, -1.620739, -1.406569], [-0.546069, -3.083510, 1.799768], [3.530213, -1.637352, -0.748790], [-0.331010, -4.043647, 0.306738], [2.530155, 0.947418, -1.040730], [-2.265258, -2.557794, 0.119911]], "forces_ev_per_a": [[-0.9223, 2.2879, -1.6859], [-0.7082, -0.1648, 0.2160], [1.4954, 1.1197, 1.5547], [0.4479, 0.1461, -0.0974], [0.3261, -0.2530, 1.3455], [0.6362, -1.8480, 0.7852], [0.7092, 1.7578, -0.2983], [-1.7418, -1.4247, 0.8532], [1.1305, -2.9275, -0.5441], [-0.0288, -0.0233, 0.1238], [-0.9089, 1.3620, -1.4181], [-0.0050, -0.1970, -0.3117], [-0.0701, 0.1043, -0.2580], [0.2791, -0.8460, 0.3129], [-0.1381, 0.3892, 0.5674], [-0.0125, 0.0597, -0.3525], [-0.1407, 0.4379, -0.0972], [-0.3801, 0.2796, 0.0976], [-0.0764, -0.0689, -0.0020], [0.1084, -0.1911, -0.7910]]}

***

{"formula": "H4O2", "method": "ωB97M-V with the def2-TZVPD basis set", "total_charge": 0, "energy_ev": -4159.8236, "smiles": "O.O", "symbols": ["O", "O", "H", "H", "H", "H"], "positions_angstrom": [[-0.220283, -0.907225, -1.165424], [0.330196, 1.110188, 1.173561], [0.179070, 0.411829, 0.545324], [0.095845, -1.780345, -0.884443], [-1.048708, -1.004565, -1.641122], [-0.105516, 0.749372, 1.915146]], "forces_ev_per_a": [[0.4441, -0.0131, 0.3961], [0.6181, 0.6003, -0.7081], [0.0538, -0.3440, -1.1063], [-0.4145, 0.2972, -0.3470], [0.0156, -0.2811, 0.0602], [-0.7173, -0.2593, 1.7051]]}

***

Ordered energy above the lowest of the compared OMol25 structures with the same formula, charge and spin results: 186.5, 61.7, 0.0, 0.0, 2.7; unit kcal/mol.
Ordered gap between HOMO and LUMO results: 3.05, 9.09, 4.74, 9.03, 11.77; unit eV.